1.
{"formula": "C16H20F12O8", "method": "the ωB97M-V functional and the def2-TZVPD basis", "species": ["F", "F", "C", "F", "O", "H", "H", "F", "H", "F", "H", "C", "C", "C", "C", "F", "C", "C", "C", "O", "O", "H", "C", "O", "H", "H", "H", "F", "F", "H", "O", "H", "H", "H", "C", "O", "C", "C", "H", "F", "C", "H", "O", "H", "H", "F", "H", "F", "C", "C", "O", "C", "H", "H", "H", "F"], "xyz": [[-3.89727, -6.63755, -6.64930], [1.25398, -3.93625, 3.86125], [-2.93702, -5.88024, -4.58705], [-5.22442, -6.42533, -4.97262], [-2.64401, 1.35139, -5.11632], [-0.26352, -5.94403, -4.59394], [1.66208, -0.59731, 0.47554], [-0.43792, -0.09061, -4.88497], [-0.77162, 1.12184, 1.40507], [6.04751, 8.56477, 8.23223], [2.97971, 3.13153, 6.68699], [-0.23652, 1.19472, -5.28297], [-0.81691, -6.77528, -4.15707], [4.44181, 7.35302, 7.04575], [0.24848, 1.00237, 1.04005], [0.05141, 1.10155, -6.56655], [-4.13508, -5.87856, -5.56028], [-0.00872, -8.06983, -4.17710], [-4.38934, 2.17302, -3.41323], [4.64163, 7.52999, 5.80698], [0.53838, -1.13797, 2.07127], [-0.88126, -6.38006, -3.14328], [3.88465, 5.02393, 6.76790], [-2.85760, -5.06727, -3.62577], [-3.59545, 2.51604, -2.74978], [0.97485, -7.83666, -3.76927], [-5.22726, 2.86610, -3.33818], [-4.44818, -4.68263, -5.92698], [-0.71722, -4.00432, 3.16153], [4.87284, 4.67839, 6.46433], [1.26945, -3.17515, 1.26556], [3.29819, 5.34056, 5.90539], [0.07278, -0.95597, 0.02416], [3.74978, 3.27796, 8.17818], [0.63647, -0.47594, 0.82412], [-2.07752, -6.89524, -4.80723], [3.19530, 3.87511, 7.45427], [0.27323, -3.19684, 3.43728], [-4.71274, 1.19424, -3.05893], [0.80017, 1.72594, -4.59540], [0.74875, -2.45680, 2.14473], [-3.84905, 2.97487, -5.35022], [-1.46347, 3.29602, -5.05914], [2.22961, 4.16488, 7.86848], [0.06022, -8.54958, -5.15341], [-0.08398, -2.36047, 4.44808], [-0.43975, -8.78653, -3.47809], [4.23369, 8.08268, 9.33541], [-1.47561, 2.04951, -5.13130], [4.68523, 8.44901, 8.15391], [3.97118, 6.17441, 7.61121], [-3.89915, 2.00195, -4.86132], [0.90544, 1.37640, 1.82529], [-4.68713, 1.45997, -5.38423], [0.31975, 1.52046, 0.08370], [4.13114, 9.62379, 7.81522]], "forces_ev_per_a": [[0.2, 0.4, 0.2], [1.4, -0.7, 0.7], [1.0, 1.5, 3.9], [0.4, 0.1, 0.3], [1.5, -0.8, 0.6], [0.0, -0.1, -0.8], [0.2, 0.4, 0.1], [0.2, 1.0, 0.4], [-0.1, -0.3, -0.1], [-1.1, 0.4, 0.0], [-0.1, 0.1, -0.3], [0.4, -1.3, 0.5], [1.5, 0.5, 0.7], [-0.5, -1.3, -3.9], [0.2, -1.2, 0.1], [0.6, 0.5, -0.7], [-0.3, -2.1, 0.1], [-0.7, 0.2, 0.4], [1.1, -0.9, 0.0], [-0.7, -0.6, 5.5], [-0.8, -1.6, 1.3], [-0.7, -0.5, 0.2], [-0.2, -0.2, -0.5], [-0.4, -2.7, -3.9], [0.0, 0.1, 0.0], [0.1, 0.0, -0.3], [0.1, 0.0, -0.3], [-0.1, 1.5, -0.5], [-1.2, -0.2, -0.3], [0.1, 0.5, -0.2], [-1.7, 2.5, 2.5], [0.2, -0.2, -0.2], [-0.5, -0.2, 0.4], [0.3, 0.7, 0.3], [0.6, 0.8, -1.1], [-1.1, 1.1, -0.3], [-0.7, -0.5, 0.0], [0.2, 1.8, 0.1], [-0.1, 0.1, 0.2], [-0.9, -0.5, -0.6], [1.4, -1.6, -3.0], [0.1, 0.1, 0.1], [0.7, -3.9, -0.2], [0.1, 0.0, 0.1], [0.1, 0.3, 0.0], [0.0, -0.3, -0.7], [-0.1, -0.1, -0.1], [-0.1, 0.1, 0.2], [-3.4, 4.4, 0.8], [0.8, -0.5, -1.1], [1.3, 2.4, 0.0], [-0.9, 1.7, -0.5], [0.1, 0.4, -0.3], [0.5, -0.4, -0.2], [0.3, 0.2, 0.2], [0.5, -0.7, 0.1]], "smiles": "CCOC(=O)C(F)(F)F.CCOC(=O)C(F)(F)F.CCOC(=O)C(F)(F)F.CCOC(=O)C(F)(F)F", "multiplicity": 1, "max_force_ev_per_a": 5.6, "gap_ev": 11.602, "de_lowest_kj_mol": 212.85}

2.
{"formula": "C10H8Cl2F2", "method": "the ωB97M-V functional and the def2-TZVPD basis", "species": ["C", "C", "Cl", "C", "H", "Cl", "H", "H", "C", "F", "C", "H", "C", "C", "H", "C", "F", "H", "C", "C", "H", "H"], "xyz": [[1.27610, -0.58853, -1.68875], [-1.57236, -0.43373, 0.79428], [1.08360, -0.93598, -3.62997], [-1.77011, -0.07637, 2.13634], [-2.01134, 0.69564, -1.33184], [2.14591, -2.01101, -1.16577], [-1.69284, -0.68632, -2.48653], [1.86747, 0.36460, 0.85534], [-0.09142, -0.27812, -1.07037], [1.89274, 1.65937, -2.38175], [0.60067, 0.29491, 2.51996], [-0.81436, 0.36218, 4.11556], [0.85400, 0.02700, 1.21823], [-0.22249, -0.33195, 0.34685], [-0.95269, 0.74543, -2.74385], [-1.23790, 0.12808, -1.93763], [2.80640, 0.87320, -0.61276], [-2.75683, -0.34411, 2.56740], [-0.72518, 0.22153, 2.99452], [2.33424, 0.54332, -1.77842], [1.35852, 0.46071, 3.18063], [-2.37212, -0.68987, 0.09852]], "forces_ev_per_a": [[-0.4, 0.3, -2.7], [1.6, 0.9, 1.5], [-0.2, 0.4, 1.6], [-1.5, -1.9, 0.2], [0.9, -0.8, -0.9], [-0.2, -0.2, 0.8], [-0.3, -0.6, 0.3], [-1.6, -1.3, 0.4], [1.9, -0.8, -0.9], [0.2, -0.5, 0.0], [-3.1, -0.9, -0.5], [-0.5, -0.1, -1.6], [0.7, 0.6, -1.4], [-0.6, 0.9, -0.7], [0.7, 1.1, -0.8], [-0.9, 0.4, 1.2], [1.3, 0.6, 0.6], [0.5, 0.8, -0.2], [1.1, 0.2, 1.4], [-1.9, 0.2, -0.7], [2.0, 0.8, 1.6], [0.3, 0.0, 0.6]], "multiplicity": 1, "max_force_ev_per_a": 3.3, "gap_ev": [7.197, 8.328], "de_lowest_kj_mol": 258.88}

3.
{"formula": "C6H22LiO5", "method": "the ωB97M-V functional and the def2-TZVPD basis", "species": ["H", "H", "H", "H", "H", "H", "H", "C", "H", "O", "H", "H", "C", "H", "O", "H", "H", "H", "H", "Li", "H", "O", "H", "C", "C", "C", "O", "H", "H", "C", "H", "O", "H", "H"], "xyz": [[-1.17787, 2.06579, 2.41315], [0.17147, -2.66143, 1.02222], [-2.98094, 3.06319, -0.30228], [1.27353, -0.78878, -1.07556], [2.48476, -3.99376, -1.39773], [-0.81113, -0.19767, 3.38769], [0.86566, 2.40539, -2.16242], [0.84982, -2.93535, -1.01350], [1.03296, 3.00111, 2.45349], [0.75417, 1.48370, -1.88699], [0.24760, -1.40896, -2.41384], [0.10428, 1.07406, 4.05601], [-0.35464, 1.43686, 2.05555], [1.85445, -2.99478, 0.95762], [-2.23553, 2.76383, -0.83658], [0.07024, -3.53071, -1.50878], [-2.17814, -0.59236, -2.74882], [0.93195, -0.10454, 2.98553], [-0.36842, -1.12868, -0.79131], [-1.07673, 1.28574, -1.16255], [-1.15118, -0.12083, 1.16673], [-1.90789, 0.33532, -2.74075], [0.65359, 2.94651, 0.74926], [0.79830, 2.32016, 1.62741], [0.02342, 0.46943, 3.14722], [0.91810, -3.24926, 0.46380], [2.08329, -3.16749, -1.68716], [1.72693, 1.76003, 1.48826], [1.63442, 1.09822, -1.96935], [0.49716, -1.49442, -1.35849], [-2.57296, 0.79200, -3.27382], [-0.86506, 0.75204, 0.87142], [0.58127, -4.25633, 0.71599], [-1.87689, 3.57197, -1.23140]], "forces_ev_per_a": [[0.1, 0.0, 0.0], [0.0, 0.2, -0.3], [0.1, -0.2, 0.0], [0.4, -0.2, -0.1], [-0.2, 0.0, 0.0], [0.1, -0.1, -0.2], [0.2, -0.2, 0.0], [0.1, 0.2, -0.7], [-0.1, 0.0, -0.1], [0.0, 0.8, -0.1], [0.3, 0.1, -0.1], [0.4, -0.2, 0.0], [-0.1, 0.3, -0.9], [0.3, -0.2, -0.3], [0.2, 0.7, -0.3], [0.0, -0.2, 0.3], [0.1, 0.1, 0.0], [0.1, 0.1, -0.2], [-0.1, -0.4, -0.1], [0.2, -0.6, 0.4], [0.0, 0.1, -0.1], [-0.3, 0.0, 0.1], [-0.4, -0.2, -0.1], [0.8, 0.3, 0.7], [-0.6, 0.3, 0.7], [-1.1, 0.4, 1.0], [0.2, 0.0, 0.0], [-0.2, -0.2, -0.2], [-0.2, -0.2, 0.1], [-0.4, 0.3, 0.5], [0.1, -0.1, 0.1], [0.1, -0.4, 0.0], [0.6, -0.2, -0.3], [-0.2, 0.0, 0.1]], "multiplicity": 1, "max_force_ev_per_a": 1.6, "gap_ev": 9.602, "total_charge": 1}